Record 1
The following is a quantum chemistry calculation of 2 unconnected molecules or ions with the total composition C8H16N2 in a non-equilibrium geometry, from OMol25.

```
! RIJCOSX wB97M-V def2-TZVPD def2/J DEFGRID3
* xyz 0 1
C 0.7276 0.2977 0.8639
C -1.1033 -1.3129 0.8856
C -1.6322 1.0199 0.9061
C 0.9674 0.4980 2.3687
C 1.2691 1.4888 0.0730
N -0.6672 0.0150 0.4968
H 1.2920 -0.5841 0.5408
H -1.3215 2.0020 0.5540
H -2.0607 -1.5296 0.4088
H -0.3770 -2.0513 0.5473
H -1.2372 -1.4325 1.9716
H -2.5962 0.7874 0.4469
H -1.7807 1.0651 1.9973
H 1.0873 1.3563 -0.9892
H 0.5278 1.4362 2.7173
H 0.5426 -0.3218 2.9522
H 2.0402 0.5332 2.5677
H 2.3431 1.5689 0.2189
H 0.8188 2.4245 0.3941
C 0.3225 -1.4196 -3.0707
C -0.7586 -0.8823 -2.5191
C 2.2539 -0.7769 -2.6299
N 1.4719 -0.5231 -3.4671
H 0.3010 -2.3333 -3.6518
H -0.7064 0.0240 -1.9393
H -1.7242 -1.3495 -2.6436
*
```

Properties
HOMO level = -8.4 eV
molecular weight = 140.2 g/mol
largest force on an atom = 2.366 eV/A
calculated total energy = -423.79877 Eh
LUMO energy = 0.758 eV
orbital gap = 9.2 eV

Here are the natural (NBO) charges for atoms 1 to 4, given in e: number 1, C, carries -0.040; number 2, C, carries -0.410; number 3, C, carries -0.419; number 4, C, carries -0.637

=====

Record 2
The following is a quantum chemistry calculation of a single C2H4N2O2 molecule in a non-equilibrium geometry, from OMol25.

```
! RIJCOSX wB97M-V def2-TZVPD def2/J DEFGRID3
* xyz 0 3
C 1.2683 -0.4721 -0.2077
C -0.1443 0.1342 -0.2980
N -1.1824 -0.7294 -0.2527
N -0.5696 1.0333 1.1929
O -2.3293 -0.3700 -0.1583
O -1.6996 1.3262 1.1693
H 2.0667 0.1198 0.3029
H 1.2518 -1.4148 0.2675
H 1.7132 -0.6614 -1.1898
H -0.3749 1.0343 -0.8262
*
```

Properties
HOMO level (spin up / spin down) = -7.9 / -9.4 eV
molecular weight = 88.1 g/mol
largest force on an atom = 1.532 eV/A
calculated total energy = -338.38085 Eh
LUMO energy (spin up / spin down) = -0.188 / -1.098 eV
orbital gap (spin up / spin down) = 7.7 / 8.4 eV

Here are the natural (NBO) charges for atoms 1 to 4, given in e: number 1, C, carries -0.643; number 2, C, carries -0.041; number 3, N, carries 0.067; number 4, N, carries 0.109

=====

Record 3
The following is a quantum chemistry calculation of a single C3H4O3S molecule in a non-equilibrium geometry, from OMol25.

```
! RIJCOSX wB97M-V def2-TZVPD def2/J DEFGRID3
* xyz 0 1
C -0.5899 -0.5644 2.5058
C 0.1701 -1.3157 1.9198
S 1.3133 -1.7663 0.7492
O 2.5706 -1.9601 1.3729
O 0.6837 -2.6253 -0.1740
O 1.3847 -0.0471 0.1501
C 0.6791 0.3064 -0.9633
H -1.3580 -0.3638 3.1326
H 1.0016 -0.1100 -1.9126
H 0.7432 1.5248 -0.9165
H -0.3797 0.1287 -0.8351
*
```

Properties
HOMO level = -10.8 eV
molecular weight = 120.1 g/mol
largest force on an atom = 4.658 eV/A
calculated total energy = -740.45728 Eh
LUMO energy = -0.064 eV
SMILES = C#CS(=O)(=O)OC
orbital gap = 10.8 eV

Here are the natural (NBO) charges for atoms 1 to 4, given in e: number 1, C, carries -0.062; number 2, C, carries -0.397; number 3, S, carries 2.324; number 4, O, carries -0.848

=====

Record 4
The following is a quantum chemistry calculation of a molecular structure, C19H42InNOP3S in a non-equilibrium geometry, from OMol25.

```
! RIJCOSX wB97M-V def2-TZVPD def2/J DEFGRID3
* xyz 3 1
In -0.0897 0.5781 0.2411
P -1.7851 2.4252 0.1024
P -1.9376 -1.4225 0.7399
P 1.7029 1.3339 -1.3887
H -0.5819 -3.3268 -2.6186
C 0.4344 -2.9125 -2.5970
C 1.2344 -3.0502 -1.5299
H 0.9497 -3.6278 -0.6439
C -2.7290 2.2874 -1.4480
C -3.0156 2.5192 1.4288
C -1.0078 4.0654 0.0411
C -1.5410 -3.2060 0.6985
C -2.6174 -1.1920 2.4325
C -3.4471 -1.3888 -0.2973
C 2.9469 0.1512 -1.9909
C 2.6561 2.7084 -0.6799
C 0.9041 2.0622 -2.8511
H 0.7210 -2.2977 -3.4592
H 2.2229 -2.5806 -1.4628
H -3.4192 3.1404 -1.5019
H -3.2999 1.3503 -1.4690
H -2.0541 2.3085 -2.3138
H -3.3983 3.5499 1.4659
H -2.5568 2.2728 2.3968
H -3.8454 1.8248 1.2400
H -1.7876 4.8130 0.2491
H -0.5654 4.2610 -0.9453
H -0.2212 4.1384 0.8050
H -2.4683 -3.7983 0.6790
H -0.9660 -3.4761 1.5893
H -0.9480 -3.4359 -0.2042
H -3.4683 -1.8753 2.5890
H -2.9652 -0.1569 2.5719
H -1.8475 -1.4278 3.1825
H -4.1487 -2.1611 0.0472
H -3.1783 -1.5975 -1.3410
H -3.9447 -0.4113 -0.2472
H 3.5181 0.5897 -2.8258
H 2.4678 -0.7790 -2.3309
H 3.6343 -0.0882 -1.1671
H 3.2868 3.1503 -1.4604
H 3.2918 2.3326 0.1314
H 1.9871 3.4773 -0.2789
H 1.6607 2.5825 -3.4490
H 0.1293 2.7826 -2.5570
H 0.4376 1.2782 -3.4555
C 2.1641 -0.8692 -6.8497
C 1.5009 -0.4627 -8.0289
C 1.4172 -1.3329 -9.1235
C 2.0200 -2.5990 -9.0643
C 2.7008 -2.9936 -7.9065
C 2.7780 -2.1342 -6.8116
S 2.2638 0.1761 -5.4470
H 0.9366 0.2372 -5.0990
H 1.0532 0.5370 -8.0623
H 0.8816 -1.0253 -10.0278
H 1.9573 -3.2716 -9.9242
H 3.1706 -3.9732 -7.8600
H 3.3083 -2.4188 -5.9030
C -0.2029 1.0227 4.4342
C 0.6606 0.3946 3.4055
N 1.2553 -0.7657 3.7471
O 0.8634 0.9000 2.2612
H 0.3732 1.1902 5.3602
H -1.0364 0.3539 4.6788
H -0.5644 1.9907 4.0668
H 1.8666 -1.2385 3.0976
H 1.1763 -1.1035 4.6943
*
```

Properties
HOMO level = -14.6 eV
molecular weight = 540.4 g/mol
largest force on an atom = 1.854 eV/A
calculated total energy = -2490.61394 Eh
LUMO energy = -9.903 eV
orbital gap = 4.7 eV

Here are the natural (NBO) charges for atoms 1 to 4, given in e: number 1, In, carries 1.132; number 2, P, carries 0.886; number 3, P, carries 0.945; number 4, P, carries 0.956

=====

> Among the records above, which one has the highest largest force on an atom?

C3H4O3S